[1]
{
  "formula": "C6H9CrF11N4O19S5",
  "method": "ωB97M-V with the def2-TZVPD basis set",
  "multiplicity": 5,
  "homo_energy_ev": [-2.8, -2.8],
  "charge": -2,
  "e_above_lowest_kj_mol": 511.2,
  "gap_ev": [6.21, 6.21],
  "lumo_energy_ev": [3.383, 3.366],
  "symbols": ["O", "O", "O", "F", "F", "O", "O", "S", "H", "O", "F", "C", "O", "O", "O", "C", "S", "O", "C", "H", "H", "H", "H", "S", "N", "O", "H", "C", "S", "O", "F", "Cr", "O", "O", "F", "F", "F", "F", "H", "N", "N", "C", "N", "C", "S", "F", "O", "O", "O", "H", "H", "F", "O", "F", "O"],
  "xyz": [[-1.621, -1.482, 0.166], [0.963, -1.564, -0.730], [-2.864, 0.292, -3.226], [-5.223, -2.960, -0.445], [1.920, -2.331, 4.802], [0.840, -3.092, 2.511], [-1.140, -0.338, -2.065], [-1.744, 1.667, 2.435], [3.226, 2.245, 2.948], [4.053, 1.217, 0.471], [-2.212, 2.217, -1.215], [2.970, 2.655, 1.971], [0.793, -3.652, -2.072], [1.018, 2.346, -3.390], [0.345, -0.854, 1.796], [-3.925, -2.991, -0.478], [1.572, -2.842, -1.137], [-2.009, 2.936, 3.018], [1.759, 3.874, -1.874], [1.302, 4.648, -2.490], [1.451, 4.081, -0.849], [1.916, 2.894, 2.112], [-0.797, -1.341, -4.697], [0.346, -1.757, 2.898], [-1.330, 1.492, 0.792], [-2.262, 0.498, 3.093], [-1.429, -2.368, -3.416], [1.453, -1.172, 4.293], [-3.041, -1.515, 0.530], [1.954, -3.563, 0.061], [-3.608, -4.181, 0.031], [-0.237, 0.012, -0.125], [-1.055, -1.826, 3.401], [-3.730, -0.250, 0.113], [-0.219, 1.573, 2.847], [3.990, -1.803, -1.208], [2.394, -0.486, 3.725], [3.655, -3.665, -2.406], [-2.575, -1.635, -4.569], [-1.795, -0.331, -3.052], [1.100, 2.585, -2.175], [-1.642, -1.489, -4.025], [2.978, 1.486, 1.024], [3.154, -2.500, -2.014], [-2.004, 2.772, 0.346], [-3.509, -2.914, -1.758], [1.873, 1.018, 0.742], [-3.352, 3.036, 0.751], [0.555, 1.879, -1.315], [2.831, 3.960, -2.050], [3.598, 3.499, 1.684], [0.709, -0.481, 5.143], [-1.121, 3.934, 0.097], [2.921, -1.643, -2.979], [-3.195, -1.792, 1.958]]
}

---

[2]
{
  "formula": "C3H2F2O2S",
  "method": "ωB97M-V with the def2-TZVPD basis set",
  "smiles": "O=C(S)C(=O)C(F)F",
  "homo_energy_ev": -10.2,
  "charge": 0,
  "e_above_lowest_kj_mol": 0.0,
  "gap_ev": 8.90,
  "lumo_energy_ev": -1.308,
  "symbols": ["H", "C", "F", "F", "S", "C", "O", "H", "C", "O"],
  "xyz": [[-2.401, 1.190, -0.400], [0.773, -0.572, -0.034], [-2.117, 0.055, 1.138], [-2.158, -0.694, -1.050], [2.364, 0.179, -0.108], [-0.256, 0.613, -0.103], [0.239, 1.723, -0.019], [3.166, -0.995, 0.172], [-1.763, 0.353, -0.167], [0.681, -1.683, 0.393]]
}

---

[3]
{
  "formula": "C34H48F8NO23S",
  "method": "ωB97M-V with the def2-TZVPD basis set",
  "homo_energy_ev": -11.2,
  "charge": 1,
  "gap_ev": 9.03,
  "lumo_energy_ev": -2.171,
  "symbols": ["O", "C", "H", "H", "O", "H", "F", "C", "O", "H", "H", "C", "H", "C", "C", "S", "H", "O", "C", "C", "C", "C", "H", "H", "C", "H", "H", "O", "H", "O", "H", "H", "H", "C", "F", "C", "H", "O", "H", "H", "C", "N", "C", "F", "H", "H", "O", "O", "H", "H", "O", "O", "O", "H", "C", "O", "C", "O", "C", "C", "C", "C", "C", "H", "H", "O", "O", "C", "H", "H", "F", "H", "C", "H", "H", "C", "O", "H", "H", "O", "O", "H", "C", "H", "H", "C", "H", "H", "C", "O", "H", "O", "C", "H", "C", "H", "O", "C", "F", "H", "H", "H", "F", "C", "H", "C", "H", "H", "C", "F", "H", "H", "F", "C", "O"],
  "xyz": [[-3.055, 2.482, -3.121], [2.489, -5.631, 4.255], [-2.691, 2.764, 4.572], [-8.617, 1.639, -6.234], [-3.137, -3.406, -3.319], [-2.939, 2.637, -0.481], [-9.389, 2.929, -4.909], [-0.111, -0.391, 0.971], [6.039, 1.007, 0.604], [-2.363, -0.913, 0.892], [-2.395, 3.822, 1.292], [3.709, 1.462, 3.220], [-1.456, -1.340, -0.588], [-1.700, 0.810, -0.503], [-0.845, -7.606, 1.691], [-3.273, 3.580, 3.619], [4.290, -0.494, 1.325], [6.031, 5.024, -0.205], [-3.873, -2.483, -4.112], [0.366, -1.832, 1.332], [-1.320, -6.188, 1.592], [-2.426, 3.040, 2.076], [-2.546, 4.691, -6.680], [1.935, 0.234, 2.887], [-0.297, 1.515, -0.447], [4.366, 3.868, -0.551], [-0.059, -7.770, 2.434], [3.390, -7.679, 3.811], [8.651, 2.702, 2.904], [8.052, 1.882, 1.106], [-1.378, 2.740, 2.333], [-0.695, 2.723, -2.254], [-9.353, 1.004, -3.317], [0.099, -6.653, -0.078], [4.778, -6.086, 4.597], [6.072, 5.207, 1.143], [2.981, 5.410, 0.734], [0.821, -6.513, -1.008], [9.000, -0.328, 2.530], [2.360, -4.633, 3.839], [-3.452, -3.130, -2.026], [0.590, 0.350, -0.102], [-2.207, 5.351, -4.645], [-3.146, -2.179, -5.216], [2.453, -5.567, 5.345], [0.452, -0.275, -0.915], [-4.053, -1.920, -1.910], [-0.399, -5.622, 0.661], [-1.853, 0.651, -1.601], [-2.335, -6.110, 1.192], [1.467, -6.518, 3.797], [-7.277, 2.150, -4.755], [-3.230, -3.856, -1.111], [-3.146, -0.631, -3.254], [2.421, 1.284, 1.047], [7.043, 5.070, 1.806], [6.975, 1.104, 1.344], [-5.582, 0.787, -4.163], [-8.968, 0.692, -4.290], [-6.747, 0.977, -4.327], [3.736, -6.306, 3.762], [-4.010, -1.299, -3.203], [-2.960, 1.606, -0.051], [-0.427, 0.197, 1.864], [-9.691, 0.026, -4.758], [-7.706, 0.043, -4.117], [-0.330, -7.853, 0.391], [-3.153, 1.746, 1.505], [-0.191, -3.438, 2.694], [4.092, 0.976, 4.134], [-2.543, 6.656, -4.517], [4.568, 1.800, 2.558], [-8.604, 1.856, -5.164], [-4.250, 1.786, 1.693], [9.928, 1.856, 2.010], [8.455, 0.545, 2.896], [1.451, -8.727, 3.345], [1.026, 2.048, -2.105], [-1.126, 5.264, -4.787], [4.854, 5.558, 1.633], [-2.589, 4.661, -3.465], [-1.278, -5.668, 2.549], [3.992, 5.749, 0.513], [-1.538, -2.966, 1.578], [-4.822, -2.935, -4.411], [-2.937, 3.407, -3.860], [-4.027, 5.104, -5.794], [3.084, 2.363, 3.442], [2.858, 0.450, 2.301], [-3.125, 3.341, -5.199], [3.960, 6.809, 0.254], [1.959, 0.500, -0.072], [-0.701, -2.590, 2.199], [-4.918, -0.709, -3.397], [8.872, 1.839, 2.272], [-0.356, 2.055, 0.536], [3.626, -0.720, 2.007], [-3.027, 4.674, -5.703], [4.475, 5.450, -1.779], [1.299, -1.818, 1.942], [-2.763, 0.893, 2.103], [1.718, 2.072, 1.394], [8.537, 0.599, 4.246], [4.662, 4.921, -0.546], [-3.895, 1.149, -0.454], [2.046, -7.738, 3.627], [3.332, 1.823, 0.688], [4.021, -6.037, 2.741], [-1.520, -0.600, 0.249], [-1.109, -1.710, 3.207], [0.555, 3.400, -1.072], [0.619, -2.419, 0.416], [-1.878, -8.453, 1.924], [0.147, 2.493, -1.575], [7.086, 0.439, 2.526]]
}

---

[4]
{
  "formula": "C3H5NO2",
  "method": "ωB97M-V with the def2-TZVPD basis set",
  "smiles": "C/N=C\\OC=O",
  "homo_energy_ev": -10.2,
  "charge": 0,
  "e_above_lowest_kj_mol": 121.9,
  "gap_ev": 11.12,
  "lumo_energy_ev": 0.883,
  "symbols": ["H", "O", "O", "C", "H", "C", "H", "H", "N", "C", "H"],
  "xyz": [[-0.827, -0.741, -1.437], [0.873, -0.292, 0.114], [2.430, 0.469, 1.588], [-1.638, -0.145, -1.006], [-2.486, -0.800, -0.783], [-0.132, 0.490, 0.683], [-1.980, 0.585, -1.747], [2.766, -0.925, 0.133], [-1.286, 0.572, 0.205], [2.106, -0.228, 0.669], [0.174, 1.017, 1.582]]
}

---

[5]
{
  "formula": "C25H31BN3",
  "method": "ωB97M-V with the def2-TZVPD basis set",
  "homo_energy_ev": -9.6,
  "charge": 1,
  "e_above_lowest_kj_mol": 76.1,
  "gap_ev": 5.32,
  "lumo_energy_ev": -4.251,
  "symbols": ["H", "H", "C", "H", "H", "C", "C", "H", "H", "C", "C", "C", "H", "C", "H", "H", "C", "C", "H", "C", "H", "H", "N", "N", "C", "C", "H", "H", "H", "H", "B", "H", "H", "H", "H", "C", "C", "C", "H", "C", "N", "H", "C", "H", "H", "H", "C", "H", "H", "C", "H", "H", "C", "C", "H", "C", "C", "C", "H", "C"],
  "xyz": [[4.699, -0.014, 2.807], [-0.156, 3.159, -4.103], [-1.208, -3.005, 3.377], [3.760, -2.193, -1.565], [6.059, -2.325, -0.566], [0.447, -1.730, 0.398], [-0.173, -3.369, 4.257], [-4.629, 4.590, 0.167], [-0.701, -1.426, -2.073], [-2.014, 3.712, -3.150], [4.485, -0.519, 1.854], [-4.079, 5.109, -0.636], [-3.077, 5.374, -0.283], [-5.262, 3.911, -2.378], [-5.121, 3.267, -3.256], [0.480, 0.370, -3.303], [0.510, -2.272, 1.732], [-1.493, -1.604, -1.335], [-2.265, 4.487, -3.882], [1.528, -1.203, -0.488], [7.534, -1.876, 1.162], [-3.429, -2.769, 1.966], [-0.477, 2.097, -2.341], [-1.654, -2.225, 1.039], [5.506, -1.210, 1.191], [5.245, -1.817, -0.043], [-5.772, 4.840, -2.674], [2.545, -2.709, 2.268], [6.824, -1.817, 2.789], [-0.407, -3.761, 5.242], [0.751, 1.425, -2.800], [1.547, -1.747, -1.433], [-0.930, 1.056, -0.550], [1.951, -3.530, 4.544], [7.302, -0.321, 1.981], [-0.887, -1.827, -0.015], [-2.489, 2.456, -1.098], [3.196, -0.476, 1.298], [-3.159, 2.206, -0.274], [-3.092, -2.436, 0.982], [-3.969, 4.269, -1.816], [-2.161, -0.734, -1.336], [3.967, -1.744, -0.604], [-5.875, 3.374, -1.627], [-2.075, -2.473, -1.667], [1.733, 1.993, -2.433], [-0.844, -2.488, 2.139], [-3.345, -3.202, 0.237], [1.273, -0.189, -0.761], [2.931, -1.143, 0.099], [-3.618, -1.512, 0.706], [2.396, 0.030, 1.825], [1.167, -3.230, 3.859], [1.506, -2.723, 2.594], [-2.258, -3.110, 3.642], [-1.279, 1.809, -1.260], [-0.849, 3.022, -3.263], [-2.848, 3.464, -2.029], [-4.615, 6.022, -0.928], [6.867, -1.312, 1.817]]
}

---

[6]
{
  "formula": "CH8N4O",
  "method": "ωB97M-V with the def2-TZVPD basis set",
  "homo_energy_ev": -8.4,
  "charge": 0,
  "e_above_lowest_kj_mol": 234.2,
  "gap_ev": 9.24,
  "lumo_energy_ev": 0.881,
  "symbols": ["H", "H", "H", "N", "H", "H", "H", "N", "O", "H", "H", "N", "N", "C"],
  "xyz": [[-0.886, 1.800, 1.244], [1.246, -0.641, 0.562], [-0.267, 0.703, -1.981], [-1.028, 0.800, 1.132], [-0.832, -2.050, 1.121], [0.058, -2.146, -0.226], [-0.768, 0.304, 1.975], [-0.087, -1.582, 0.609], [1.721, 0.519, -1.123], [-1.843, 0.384, -1.224], [2.676, 0.647, -1.129], [-0.849, 0.536, -1.174], [1.125, 0.403, 0.174], [-0.265, 0.322, 0.040]]
}

---

[7]
{
  "formula": "C4H5O2S",
  "method": "ωB97M-V with the def2-TZVPD basis set",
  "homo_energy_ev": -2.1,
  "charge": -1,
  "e_above_lowest_kj_mol": 228.5,
  "gap_ev": 5.91,
  "lumo_energy_ev": 3.837,
  "symbols": ["S", "C", "H", "H", "H", "H", "C", "O", "H", "C", "O", "C"],
  "xyz": [[-0.107, 2.012, 0.336], [2.852, -0.536, 0.049], [-0.041, -0.083, 1.245], [-1.965, -1.268, 0.273], [-2.243, -0.092, -1.065], [-2.766, 0.225, 0.603], [0.585, 0.590, -0.535], [3.513, -0.139, -0.821], [0.163, 0.481, -1.548], [-0.524, 0.176, 0.368], [2.466, -1.148, 0.979], [-1.934, -0.220, 0.117]]
}

---

[8]
{
  "formula": "C7H5N3O4",
  "method": "ωB97M-V with the def2-TZVPD basis set",
  "homo_energy_ev": -2.1,
  "charge": -2,
  "e_above_lowest_kj_mol": 87.8,
  "gap_ev": 7.83,
  "lumo_energy_ev": 5.694,
  "symbols": ["C", "H", "C", "C", "N", "O", "C", "C", "H", "H", "H", "O", "N", "O", "O", "C", "H", "C", "N"],
  "xyz": [[-4.219, 1.308, -0.441], [0.789, 0.682, 1.588], [-2.267, -0.301, -0.609], [3.612, 0.116, -0.304], [-2.875, 0.639, -1.004], [-4.057, 2.033, 0.556], [-1.261, -2.327, 0.194], [1.109, 0.583, -0.934], [1.153, -1.046, 1.668], [2.432, -0.080, 2.092], [-0.064, 0.674, -0.710], [4.011, 0.783, -1.265], [-0.990, -3.237, 0.856], [4.253, -0.540, 0.535], [-5.281, 1.001, -1.017], [1.616, -0.091, 1.369], [1.490, 0.911, -2.002], [2.032, 0.131, -0.067], [-1.482, -1.239, -0.506]]
}